Molecular formula: C15H58O14
Method: DFT, the ωB97M-V functional and the def2-TZVPD basis

## Properties
energy relative to the best compared isomer or geometry (same formula, charge and spin) = 0.00 kJ/mol
HOMO-LUMO gap = 9.586 eV
LUMO level = -0.01 eV
calculated total energy = -45162.21557 eV
HOMO level = -9.6 eV

ORCA input file:
```
! RIJCOSX wB97M-V def2-TZVPD def2/J DEFGRID3
* xyz 0 1
O 15.48145 -17.71538 -3.65772
H 14.74102 -17.21399 -4.01851
H 15.74901 -17.23342 -2.86684
O 15.66005 -13.69286 -10.35255
H 15.76210 -13.08386 -11.08931
H 16.56976 -13.97688 -10.14998
O 12.96161 -15.47968 -8.75726
H 13.13478 -15.55571 -9.71288
H 13.29359 -14.60212 -8.54020
O 11.47551 -18.18257 -5.96903
H 12.31864 -18.20266 -6.44955
H 11.02945 -18.98988 -6.24197
O 18.75063 -15.31844 -5.83128
H 18.43131 -14.41484 -5.89636
H 19.16822 -15.52052 -6.68729
O 18.36146 -14.68160 -10.26454
H 18.33814 -15.21830 -11.06289
H 18.84042 -15.21635 -9.60920
O 12.82693 -21.08595 -6.32059
H 12.76437 -20.99238 -5.36457
H 13.60960 -20.57898 -6.55723
O 20.03005 -15.74022 -8.26742
H 20.89723 -15.32934 -8.34264
H 20.20959 -16.68382 -8.06647
O 18.33676 -17.31512 -4.06246
H 18.56222 -16.55805 -4.63664
H 17.37194 -17.38075 -4.12515
C 15.73890 -19.23862 -6.87278
C 15.41093 -17.91852 -7.52974
C 15.70572 -17.87789 -9.01484
O 13.99578 -17.70029 -7.36391
H 15.33027 -19.29421 -5.86480
H 16.81413 -19.41592 -6.86896
H 15.28902 -20.05447 -7.44935
H 15.88424 -17.08869 -6.99399
H 15.17552 -18.65081 -9.56659
H 16.78379 -17.99904 -9.14838
H 15.51615 -16.88070 -9.41209
H 13.78132 -16.86724 -7.83452
C 19.99399 -20.21900 -6.92024
C 20.64341 -19.06867 -6.18370
C 21.86160 -19.43203 -5.36591
O 21.03844 -18.02180 -7.13211
H 20.58655 -20.43086 -7.81715
H 19.00560 -19.99760 -7.32323
H 19.91897 -21.09938 -6.28509
H 19.92384 -18.49601 -5.59764
H 22.72262 -19.74667 -5.95945
H 21.65039 -20.30085 -4.73625
H 22.09105 -18.59410 -4.71023
H 21.83571 -18.27381 -7.61066
C 14.21870 -15.74915 -13.88275
C 14.13938 -14.97174 -12.58145
C 13.69261 -13.52803 -12.70680
O 13.22720 -15.68602 -11.69707
H 14.46871 -16.77175 -13.59913
H 15.04575 -15.43620 -14.52495
H 13.28778 -15.66946 -14.44269
H 15.07283 -14.98513 -12.03122
H 14.50269 -12.95360 -13.17241
H 13.53564 -13.03209 -11.74804
H 12.80074 -13.36581 -13.31671
H 12.35084 -15.37718 -11.95493
C 10.60597 -13.93596 -6.32348
C 10.93429 -14.94919 -5.24795
C 12.43400 -15.14478 -5.10476
O 10.37052 -14.47419 -4.01212
H 10.93578 -14.31247 -7.29252
H 11.19847 -13.02831 -6.16891
H 9.54658 -13.69249 -6.29191
H 10.43875 -15.89641 -5.46856
H 12.68641 -15.97606 -4.43877
H 12.91096 -14.27179 -4.65309
H 12.86828 -15.36931 -6.07934
H 10.58510 -15.10948 -3.32316
C 17.67114 -21.67571 -2.34524
C 18.15811 -20.28689 -2.73823
C 19.56440 -20.02438 -2.21175
O 18.14441 -20.21224 -4.15993
H 18.19494 -22.47031 -2.87005
H 16.60303 -21.72305 -2.56916
H 17.75992 -21.77591 -1.26208
H 17.47633 -19.53600 -2.32531
H 19.53312 -19.77208 -1.14996
H 20.04728 -19.23348 -2.78800
H 20.21976 -20.89461 -2.31540
H 18.35967 -19.29941 -4.39879
*
```